A cluster of 7 separate species, C27H48NO14P in total. Source: the Open Molecules 2025 dataset; level of theory: wB97M-V/def2-TZVPD.

Output
lowest unoccupied orbital energy = 0.3 eV
spin multiplicity = 1
net charge = 0
structure (SMILES) = C[C@@H](O)CO[PH3]N.O=C1CCCO1.O=C1CCCO1.O=C1CCCO1.O=C1CCCO1.O=C1CCCO1.O=C1CCCO1
E = -68221.826 eV
Kohn-Sham gap = 9.0 eV

Each line ends with the Mulliken charge.
Element x y z (Å)
C (-0.84181, 1.35150, -3.82366)  -0.112
C (-4.09962, -2.50960, 0.77754)  0.110
C (1.38428, 4.57845, -4.70677)  0.023
C (0.33715, 4.86965, -0.93950)  0.399
O (3.00530, 3.87590, -6.25313)  -0.394
C (1.02821, 4.69479, 1.23886)  -0.141
H (5.78338, -7.47415, 1.68702)  0.257
H (-0.54485, 2.25239, -4.35711)  -0.201
O (-1.32571, -4.42315, 0.36762)  -0.343
C (-0.07844, 2.12558, 5.55856)  -0.890
P (-2.39672, 2.17619, 4.20886)  0.662
C (-4.08314, -0.99874, 0.66847)  0.465
H (4.62053, -7.60680, -1.00758)  0.268
H (-0.99815, 0.85013, -1.69312)  0.309
H (1.42270, -4.26266, -0.21346)  0.211
O (0.44386, 4.94258, -2.13509)  -0.552
H (6.58354, -5.91905, 1.91603)  0.324
C (1.12260, 1.67593, 4.67630)  0.583
H (3.20208, 5.64747, -7.25932)  0.344
O (1.98819, 2.24061, -5.12168)  -0.568
H (2.32584, -0.09608, 4.33148)  0.421
H (-0.56464, 1.21466, 5.95406)  0.407
H (1.37392, -0.14200, 5.81163)  0.410
C (-6.21527, -1.65405, 0.13958)  -0.454
H (1.42760, 1.56728, 2.75459)  0.251
C (-2.56562, 2.11290, -2.37240)  0.705
H (4.98031, -6.11022, -1.89318)  0.326
C (5.92268, -6.47857, 1.25996)  -0.447
C (4.99370, -6.58453, -0.91559)  -0.469
H (1.29800, -4.61296, 2.17298)  0.293
H (-0.49567, 2.52262, -1.99596)  -0.377
C (3.02884, 5.31383, -6.23940)  -0.413
H (-3.16868, -2.92653, 0.40829)  -0.070
O (4.09345, -5.85269, -0.06515)  -0.282
H (-0.06620, 0.60949, -3.99047)  0.438
H (0.57009, -0.35613, 4.25198)  0.362
H (0.33093, 4.34452, -4.58030)  0.158
H (2.02208, 2.20297, 5.01852)  0.230
O (0.84564, 2.07746, 3.33700)  -0.422
H (0.42590, -6.13098, 1.98139)  0.241
H (-6.81334, -1.69025, 1.05285)  0.250
H (1.71994, 6.70899, -5.17535)  0.313
N (-3.86022, 1.43878, 3.54691)  -0.807
O (-5.29198, -0.55789, 0.25470)  -0.383
H (-3.62683, 0.90702, 2.71305)  0.275
C (-0.45643, 5.03589, 1.30474)  -0.246
H (-1.72387, 5.28496, -0.50395)  0.385
H (-4.18771, -2.77079, 1.83395)  0.328
C (4.56178, -5.81010, 1.20766)  0.485
H (-2.75823, 3.46617, 3.84769)  -0.048
H (-0.56614, -4.67885, -1.51686)  0.332
H (3.86380, 5.63338, -5.61214)  0.239
C (-0.91439, 4.67939, -0.10643)  -0.060
H (1.49113, -6.02053, -0.23289)  0.239
C (-2.22097, 0.88588, -4.28331)  -0.566
O (-3.15247, 2.77207, -1.56542)  -0.593
H (0.29662, 2.67258, 6.42768)  0.314
H (0.93243, 5.77218, -6.44871)  0.283
O (3.92764, -5.31121, 2.08897)  -0.552
C (0.88808, -5.16910, 0.07059)  -0.266
H (1.65605, 5.31280, 1.87522)  0.304
C (6.34541, -6.52711, -0.20618)  -0.491
H (-0.96480, 4.49430, 2.09882)  0.001
H (6.98580, -7.36799, -0.46099)  0.321
C (1.68139, 5.73477, -5.65659)  -0.599
H (-4.24935, 0.77768, 4.20929)  0.295
H (6.86434, -5.60676, -0.47492)  0.265
H (-0.92260, -6.17733, -0.63337)  0.257
C (-5.34132, -2.89522, -0.02580)  -0.551
C (-0.77316, -4.42469, 1.61312)  0.525
H (-5.83362, -3.80233, 0.31761)  0.363
H (-2.44107, 1.08836, -5.32854)  0.364
O (-3.18374, -0.24051, 0.89854)  -0.643
C (2.11191, 3.40907, -5.34701)  0.517
H (-1.22313, 3.63659, -0.19522)  -0.065
O (1.41731, 4.93205, -0.13145)  -0.392
C (1.36581, 0.18544, 4.77060)  -1.557
H (-2.73557, 1.75454, 5.50608)  -0.047
H (-0.58119, 6.10575, 1.47912)  0.297
H (-5.08000, -3.02465, -1.07696)  0.270
C (0.56563, -5.13204, 1.56155)  -0.443
H (1.80717, 4.72865, -3.71073)  0.156
O (-3.16219, 1.63654, -3.49150)  -0.415
H (-2.38218, -0.17657, -4.08539)  0.244
C (-0.50677, -5.17057, -0.54891)  -0.511
H (-1.54952, 1.47688, 3.33717)  -0.076
C (-1.10531, 1.70370, -2.36763)  0.174
H (1.21446, 3.64790, 1.47274)  0.053
H (-6.86768, -1.44308, -0.70372)  0.346
O (-0.99785, 2.93586, 4.90255)  -0.366
O (-1.33932, -3.92863, 2.54083)  -0.582

---

A structure of composition C27H49BN6O8P2S4SeTa. Source: the Open Molecules 2025 dataset; level of theory: wB97M-V/def2-TZVPD.

Output
lowest unoccupied orbital energy = -2.5 eV
spin multiplicity = 1
net charge = +1
energy above the lowest of the compared OMol25 structures with the same formula, charge and spin = 0.0 kcal per mole
E = -183617.102 eV
Kohn-Sham gap = 7.7 eV

Each line ends with the Mulliken charge.
Element x y z (Å)
H (4.47694, -0.66583, -2.14529)  0.232
C (-1.98047, 4.11531, 1.66701)  1.207
C (5.96820, 2.43494, -1.93303)  -2.275
C (-0.72836, 4.22229, 2.52456)  -2.068
H (-0.39283, -3.63854, -5.21055)  0.508
Ta (0.57506, -0.18088, 1.05380)  0.055
P (-2.33404, -1.47919, 2.25566)  0.272
C (-3.08514, 3.38739, 2.42625)  -1.365
H (-0.78027, -5.86041, 2.23938)  0.422
H (5.07287, 0.34085, -3.48162)  0.386
H (-3.72927, 3.84955, -0.39248)  0.626
C (2.34625, 1.34550, -1.89722)  -0.417
C (-2.36377, -0.80291, 3.92979)  0.536
H (-0.41042, -4.64061, -2.39932)  0.529
H (0.62977, -4.79083, 4.19386)  0.538
H (0.07359, 4.73821, 1.99702)  0.467
H (-0.08972, -3.09444, -1.57034)  -0.267
H (-4.00258, 0.58620, 3.64781)  0.265
C (-2.67831, -3.09678, -2.69207)  -1.356
O (-1.29954, 1.65095, 4.75299)  -0.781
H (-3.02777, -0.52691, 0.42151)  0.099
H (-1.71291, -4.62023, -4.59241)  0.462
H (0.76159, -3.48871, -3.07051)  0.369
H (-2.96002, -4.14980, -2.72645)  0.500
C (0.27580, -4.63735, 0.80675)  -0.152
H (5.98556, 2.69102, -2.99424)  0.515
H (-0.39649, -3.66035, 3.31296)  -0.596
C (-0.69092, 2.74613, -0.17025)  0.116
H (-0.99516, 4.81159, 3.40272)  0.538
P (-0.99436, 0.45448, 3.96560)  1.228
C (2.05160, 3.34631, -2.80263)  -1.291
H (5.92046, 0.80452, 0.18403)  0.466
O (1.17667, -2.15019, 0.40378)  0.076
O (-2.07798, -1.98010, 4.70845)  -0.584
C (-1.30793, -2.93337, -3.35323)  1.278
B (-0.09485, 2.01553, -2.63597)  1.006
C (-2.76914, 3.40770, -0.58423)  -0.483
O (-3.20953, -0.52591, 1.38845)  -0.461
S (0.81753, 2.30417, 0.57684)  -0.486
C (5.16432, 0.13413, -2.41260)  -1.525
H (-2.08207, -3.09606, -5.39017)  0.516
C (1.67550, -3.55115, 2.76760)  -0.372
Se (2.47728, -0.03851, 2.35534)  -0.296
H (5.85448, 3.34356, -1.33839)  0.473
C (-1.37139, -3.59576, -4.72930)  -2.299
N (-0.96994, -1.48285, -3.53330)  0.514
H (4.69366, 2.05461, 0.45409)  0.408
H (-2.75508, 2.38537, 2.68966)  0.071
H (0.14736, 1.09935, -5.17382)  0.663
N (-0.44495, 0.60205, -3.16981)  0.580
H (-1.68733, 6.01336, 0.65187)  0.381
C (4.92041, 1.14000, -0.09920)  -1.098
H (-3.58970, 0.25199, 5.33324)  0.406
C (-3.69508, -0.19268, 4.34494)  -1.553
N (-1.76470, 3.37608, 0.36845)  0.754
H (4.17079, 3.89509, -2.74062)  0.569
H (4.20707, 0.37101, 0.18674)  -0.118
O (0.11802, -0.50609, 4.62145)  -0.584
H (-0.37713, 3.25952, 2.87240)  0.269
H (-2.67793, -2.77571, -1.65502)  0.051
C (-2.42329, 5.53667, 1.30162)  -1.753
H (-4.00428, 3.32222, 1.84130)  0.381
H (0.43418, -5.27938, -0.05597)  0.564
H (1.74138, -2.53092, 3.14204)  -0.075
C (-2.28576, 2.84922, -1.70446)  -1.386
H (-0.36673, 2.76890, -3.53976)  -0.237
H (2.60523, -4.07185, 3.00878)  0.577
S (1.69065, -3.48524, 0.94208)  0.326
H (-3.30259, 3.92342, 3.35009)  0.512
H (0.94818, -6.16590, 2.17930)  0.345
C (-0.52596, -0.94796, -4.73088)  -0.213
C (-0.18881, -3.58013, -2.54027)  -1.038
H (-0.50131, -1.50616, -5.64740)  0.576
O (-3.10939, -2.85539, 2.28243)  -0.582
N (3.55367, 1.95696, -1.99897)  0.602
S (2.03875, -0.22087, -1.23124)  0.080
C (-0.88474, -0.51725, -2.58005)  -0.869
H (-2.87530, -3.39274, 3.05414)  0.420
H (6.93455, 1.99649, -1.68841)  0.452
C (-0.20711, 0.33614, -4.50240)  -1.486
H (1.50551, 4.16276, -3.24069)  0.651
H (-2.73924, 2.71708, -2.67150)  0.674
C (0.45125, -4.33580, 3.21958)  0.333
N (1.42262, 2.18407, -2.40396)  0.144
O (-0.90999, -1.69245, 1.77746)  0.536
H (-3.43334, -2.52805, -3.23861)  0.407
H (-2.50159, 6.12356, 2.21670)  0.459
O (-0.64905, 0.68165, 2.47237)  0.091
C (3.36532, 3.21221, -2.55236)  -0.402
H (-0.58042, -3.98341, 0.63525)  -0.053
S (-1.27678, -0.72010, -0.90868)  0.254
C (0.19215, -5.37824, 2.13529)  -1.028
C (4.89269, 1.40287, -1.60182)  1.266
H (0.90530, -0.02700, 4.91662)  0.343
H (-1.28326, -1.81775, 5.23528)  0.419
H (-3.39613, 5.56428, 0.80962)  0.414
H (-4.46222, -0.96677, 4.37372)  0.402
H (6.18277, -0.20559, -2.21758)  0.491
N (-0.99058, 2.45382, -1.44954)  0.479